54
Properties=species:S:1:pos:R:3:forces:R:3 method="wB97M-V/def2-TZVPD" e_homo_ev=-5.2431 homo_lumo_gap_ev=7.43 relative_energy_kcal_mol=0.0 charge=-1 e_lumo_ev=2.1822 e_tot_ha=-3932.2735
C -2.32231 5.07047 0.11734 0.011 -0.083 -0.029
C -2.57407 1.61557 -1.43659 -0.066 -0.056 -0.017
N 2.45056 0.25271 1.74717 0.035 0.005 0.029
H 1.32436 -3.31296 -3.82806 0.020 0.023 -0.031
S 0.24875 -3.55669 -1.69660 0.175 0.058 -0.121
H -0.83869 -5.49921 -2.55541 -0.059 -0.004 -0.025
H -3.58760 -2.91723 -3.95220 -0.049 0.020 -0.034
Tl -0.56006 -0.79280 0.05181 -0.013 0.086 0.232
C 2.43060 1.41546 6.53233 -0.012 -0.026 -0.040
S 4.81796 -2.42913 3.46750 -0.002 0.019 -0.037
C -3.45758 -2.00979 -3.35938 0.110 0.020 0.025
C -0.60815 3.04957 -0.72010 0.038 -0.044 0.096
C 1.04853 -2.61898 -3.03283 -0.193 0.035 0.031
H 4.42346 0.80333 7.03618 -0.001 0.005 -0.003
C -1.08814 -4.43566 -2.55599 0.032 0.003 0.107
C -1.98075 2.88516 -0.85213 0.025 0.044 0.064
C -2.50277 -1.02840 -4.03570 0.057 -0.131 0.048
S 3.84954 -1.62899 0.76477 0.000 -0.039 -0.205
O -3.73765 1.65321 -1.83313 -0.044 -0.060 -0.033
C 1.70230 0.83370 4.31236 -0.029 -0.035 -0.009
H 1.96166 -2.25097 -2.56165 0.013 -0.040 -0.027
C 3.65134 0.81132 6.27712 0.011 -0.010 -0.002
H 0.05540 2.25116 -1.02754 0.024 0.018 -0.008
H 4.86405 -0.24815 4.85940 -0.029 0.004 -0.002
C -2.44655 -4.23224 -1.89299 -0.005 0.105 -0.100
C 3.90898 0.21405 5.05088 0.079 0.043 0.030
O -1.80247 0.59493 -1.47788 0.176 0.100 -0.010
H 0.95988 0.85691 3.52899 -0.006 -0.002 0.005
S -1.02511 -1.77452 -4.78674 -0.003 0.021 0.019
H 1.00831 -0.74870 -4.06738 0.027 0.000 0.001
C 2.72091 -0.29326 0.60551 0.062 -0.147 0.098
S 2.05941 0.14086 -0.91737 -0.046 -0.011 -0.038
H -2.18324 -0.27594 -3.31322 -0.077 -0.004 -0.095
C 1.45927 1.42595 5.54016 0.005 -0.005 0.009
S -2.97968 -2.51838 -1.67839 -0.002 -0.010 0.010
H -2.98650 5.85643 0.45015 0.005 0.009 -0.003
C 0.29181 -1.40840 -3.57684 -0.043 -0.075 0.079
H -3.89667 3.76413 -0.55317 0.004 -0.012 -0.007
N 3.15122 -0.35694 2.78171 -0.003 0.122 0.050
H 0.50259 1.90053 5.71767 0.006 0.002 -0.003
H -3.21153 -4.76990 -2.45816 -0.002 -0.057 0.040
C -0.94685 5.21206 0.23578 0.028 0.059 0.009
C -2.83020 3.90277 -0.43351 0.004 0.094 -0.014
C 3.94064 -1.41555 2.47874 -0.122 0.049 0.086
H 0.99146 4.32613 -0.06713 -0.001 0.014 -0.017
H -2.44046 -4.63963 -0.88011 0.000 -0.018 -0.003
C -0.07861 4.21493 -0.17694 -0.079 -0.064 -0.009
H -3.02734 -0.51782 -4.84371 -0.018 -0.019 -0.027
H -4.42966 -1.52815 -3.24877 0.003 0.016 -0.010
H -0.16735 -0.83956 -2.76893 0.038 0.031 -0.051
H 2.23887 1.87866 7.49160 -0.004 0.003 0.001
I -0.17036 6.97983 1.05357 -0.004 -0.019 0.002
H -1.10868 -4.07969 -3.58229 -0.025 -0.015 -0.023
C 2.92714 0.21783 4.07013 -0.053 -0.023 -0.038